--- one ---
A 2-piece molecular cluster, C3H12N2OS overall. Source: the OMol25 dataset; level of theory: ωB97M-V with the def2-TZVPD basis set.

Last column: natural (NBO) charge in e.
CARTESIAN COORDINATES (ANGSTROEM)
N  0.6787  -1.9399  -1.1826  -0.8785
C  1.5026  -0.9041  -0.4944  -0.0336
N  0.7022  0.3102  -0.1540  -0.6708
C  -0.2795  0.8910  -1.1544  -0.2383
C  -1.2804  1.8040  -0.4934  -0.5393
S  -2.3828  1.1108  0.7453  -0.0221
H  0.1133  -1.7666  -2.0460  0.3695
H  0.0733  -2.5241  -0.5814  0.3747
H  2.3995  -0.6225  -1.0585  0.1576
H  1.8884  -1.3865  0.3384  0.1874
H  1.3294  1.0837  0.1001  0.3506
H  -0.7532  0.0580  -1.5834  0.1999
H  0.2744  1.4673  -1.8975  0.1783
H  -1.9867  2.1403  -1.2844  0.2245
H  -0.8852  2.8040  -0.0837  0.2195
H  -1.4270  1.3230  1.6667  0.1223
O  0.1460  -1.6003  3.1666  -0.9580
H  0.2992  -1.1836  2.2898  0.4846
H  -0.4122  -1.0647  3.7067  0.4717

Summary:
**Kohn-Sham gap**: 9.8 eV
**LUMO level**: 0.751 eV
**Total charge**: 0
**SMILES string**: NCNCCS.O

---

--- two ---
A 2-piece molecular cluster, C3H12N2OS overall. Source: the OMol25 dataset; level of theory: ωB97M-V with the def2-TZVPD basis set.

Last column: natural (NBO) charge in e.
CARTESIAN COORDINATES (ANGSTROEM)
N  -1.4756  0.7425  0.3900  -0.8535
C  -0.9811  -0.1892  -0.6284  -0.2132
C  0.5465  -0.2698  -0.5736  -0.0886
N  1.1911  1.0314  -0.4749  -0.8513
C  0.9176  -1.0751  -1.8531  -0.5220
S  2.3604  -2.2107  -1.7934  -0.0510
H  -0.8504  0.7023  1.1668  0.3500
H  -2.2850  0.4591  0.9064  0.3667
H  -1.3609  -1.2108  -0.2532  0.1711
H  -1.3799  -0.0019  -1.7046  0.1823
H  0.7075  -0.9228  0.2382  0.1850
H  1.3798  1.3166  -1.3836  0.3536
H  0.7165  1.8278  0.0099  0.3874
H  0.0605  -1.7469  -2.2546  0.2364
H  1.0386  -0.3796  -2.7320  0.2089
H  3.2144  -1.2970  -1.1767  0.1365
O  -1.5234  0.9264  3.7695  -0.9186
H  -1.2143  1.7637  3.8729  0.4582
H  -1.0623  0.5338  4.4742  0.4620

Summary:
**Kohn-Sham gap**: 9.6 eV
**LUMO level**: 0.703 eV
**Total charge**: 0
**SMILES string**: NC[C@H](N)CS.O

---

Relative energy table, unit kJ/mol: one 0.0; two 17.8

---

--- one ---
A 2-piece molecular cluster, C3H12N2OS overall. Source: the OMol25 dataset; level of theory: ωB97M-V with the def2-TZVPD basis set.

Last column: natural (NBO) charge in e.
CARTESIAN COORDINATES (ANGSTROEM)
N  1.4140  -0.6516  0.5466  -0.8780
C  0.2365  -1.4674  0.6839  -0.2225
C  -1.1211  -0.7036  0.5990  -0.0757
N  -1.2814  0.2847  1.6693  -0.8623
C  -1.2502  -0.1610  -0.8084  -0.4910
S  -1.9819  -1.5442  -1.8083  -0.0780
H  1.9255  -0.7554  -0.3018  0.3783
H  1.8377  -0.2733  1.3666  0.3818
H  0.3103  -2.1820  -0.1342  0.2076
H  0.1299  -2.0803  1.6054  0.1765
H  -1.9024  -1.4301  0.8737  0.1713
H  -0.8177  0.0358  2.5234  0.3640
H  -2.2099  0.6395  1.8154  0.3681
H  -1.9403  0.6792  -0.7863  0.2147
H  -0.2980  0.1076  -1.2451  0.2225
H  -1.4183  -1.1451  -2.9868  0.1228
O  2.6477  3.7366  -0.8701  -0.9297
H  2.2083  3.5871  -1.7243  0.4655
H  3.5113  3.3235  -1.0180  0.4641

Summary:
**Kohn-Sham gap**: 9.5 eV
**LUMO level**: 0.672 eV
**Total charge**: 0
**SMILES string**: NC[C@@H](N)CS.O

---

--- two ---
A 2-piece molecular cluster, C3H12N2OS overall. Source: the OMol25 dataset; level of theory: ωB97M-V with the def2-TZVPD basis set.

Last column: natural (NBO) charge in e.
CARTESIAN COORDINATES (ANGSTROEM)
N  1.9775  1.1490  -1.5016  -0.8334
C  0.5972  0.8634  -1.4722  -0.2405
C  0.0905  0.5289  -0.0231  -0.0683
N  -0.0374  1.8027  0.7224  -0.8822
C  -1.2248  -0.1862  0.0220  -0.5271
S  -1.7668  -0.7724  1.6459  -0.0722
H  2.5301  0.6557  -2.1946  0.3755
H  2.0979  2.1282  -1.7588  0.3606
H  0.1704  -0.0088  -2.0299  0.1705
H  -0.1566  1.4800  -2.0037  0.1826
H  0.8579  -0.0795  0.4765  0.2097
H  -0.4703  2.5867  0.2693  0.3671
H  0.8524  1.9936  1.1759  0.3767
H  -1.0872  -1.0062  -0.6658  0.2083
H  -2.0064  0.4832  -0.2929  0.2111
H  -1.3276  0.3325  2.3567  0.1587
O  1.7527  -2.3996  -0.7360  -0.9394
H  0.9773  -2.2183  -1.3295  0.4660
H  1.3503  -2.5408  0.1625  0.4763

Summary:
**Kohn-Sham gap**: 9.5 eV
**LUMO level**: 0.705 eV
**Total charge**: 0
**SMILES string**: NC[C@@H](N)CS.O

---

Relative energy table, unit kJ/mol: one 0.0; two 14.4

---

--- one ---
C20H29BrGeNSr as an isolated structure. Source: the OMol25 dataset; level of theory: ωB97M-V with the def2-TZVPD basis set.

Last column: natural (NBO) charge in e.
CARTESIAN COORDINATES (ANGSTROEM)
Sr  0.3376  -1.1603  -0.8882  1.7332
N  1.4657  1.3414  -1.9727  -0.9337
C  1.8604  1.4315  -3.3478  0.2388
C  2.3506  2.5900  -3.9258  -0.2509
C  2.6328  2.6016  -5.2865  -0.1665
C  2.4267  1.4804  -6.0678  -0.2048
C  1.9253  0.3146  -5.5016  -0.1637
C  1.6498  0.2980  -4.1471  -0.1452
C  0.9815  -0.8241  -3.4520  -0.1453
C  -0.4501  -0.7475  -3.3289  -0.2352
C  -1.1983  -1.8383  -2.8564  -0.2939
C  -0.5435  -3.0491  -2.4722  -0.2726
C  0.8602  -3.1367  -2.5487  -0.3607
C  1.5500  -2.0142  -3.0281  0.1827
H  2.1968  0.8914  -1.4125  0.4140
H  1.3392  2.2579  -1.5568  0.3967
H  2.5186  3.4750  -3.3256  0.2273
H  3.0218  3.5031  -5.7410  0.2325
H  2.6415  1.5160  -7.1268  0.2337
H  1.7446  -0.5624  -6.1095  0.2284
H  -0.9306  0.1546  -3.6857  0.2681
H  -2.2787  -1.7896  -2.8496  0.2667
H  -1.1133  -3.9242  -2.1912  0.2659
H  1.3657  -4.0633  -2.3124  0.2798
Br  2.7419  -0.6146  0.5501  -0.8074
C  -0.8669  -2.9970  4.6101  -0.6092
C  -0.0779  -2.1504  5.5985  -0.3944
C  0.0554  -0.6831  5.1982  -0.4051
C  0.7847  -0.4834  3.8615  -0.8323
Ge  -0.3966  -0.3504  2.3069  0.8573
C  -0.2908  1.3939  1.3593  -0.8336
C  -1.3472  2.3928  1.8723  -0.4105
C  -2.5854  2.4560  0.9805  -0.3933
C  -3.4728  1.2208  1.0119  -0.6034
H  -0.9559  -4.0278  4.9536  0.2225
H  -0.3853  -3.0330  3.6276  0.1879
H  -1.8789  -2.6112  4.4671  0.2037
H  0.9232  -2.5733  5.7210  0.2003
H  -0.5588  -2.2042  6.5777  0.2126
H  0.6094  -0.1573  5.9785  0.2213
H  -0.9395  -0.2257  5.1751  0.1956
H  1.5230  -1.2717  3.7036  0.2477
H  1.3518  0.4524  3.8473  0.2416
H  -1.8493  -0.5479  2.8102  -0.1751
H  -0.3680  1.3592  0.2639  0.1816
H  0.7337  1.7086  1.5723  0.2525
H  -0.9021  3.3901  1.9091  0.2210
H  -1.6368  2.1628  2.9025  0.2073
H  -2.2578  2.6412  -0.0493  0.1840
H  -3.1783  3.3268  1.2669  0.2199
H  -2.9622  0.3236  0.6437  0.1736
H  -4.3571  1.3654  0.3908  0.2205
H  -3.8100  0.9919  2.0237  0.2180

Summary:
**Kohn-Sham gap (alpha / beta)**: 7.7 / 5.5 eV
**LUMO level (alpha / beta)**: -4.274 / -4.858 eV
**Total charge**: +1

---

--- two ---
C20H29BrGeNSr as an isolated structure. Source: the OMol25 dataset; level of theory: ωB97M-V with the def2-TZVPD basis set.

Last column: natural (NBO) charge in e.
CARTESIAN COORDINATES (ANGSTROEM)
Sr  0.8051  0.4738  -0.4312  1.7392
N  -0.6299  -1.2562  -1.9727  -0.9439
C  -0.1562  -1.7889  -3.2386  0.1487
C  -0.9856  -2.5813  -4.0217  -0.2220
C  -0.5538  -3.0618  -5.2468  -0.1732
C  0.7134  -2.7404  -5.7110  -0.1943
C  1.5479  -1.9555  -4.9340  -0.1666
C  1.1258  -1.4890  -3.6924  -0.1039
C  2.0694  -0.7140  -2.8420  -0.1517
C  2.7678  -1.3284  -1.7884  -0.2231
C  3.5749  -0.5831  -0.9378  -0.2647
C  3.7233  0.7888  -1.1167  -0.2471
C  3.0725  1.4220  -2.1778  -0.3493
C  2.2938  0.6303  -2.9787  0.1934
H  -1.2059  -0.4264  -2.1596  0.4205
H  -1.2636  -1.9198  -1.5387  0.3941
H  -1.9848  -2.8084  -3.6696  0.2240
H  -1.2126  -3.6767  -5.8445  0.2327
H  1.0513  -3.1026  -6.6720  0.2335
H  2.5429  -1.7069  -5.2809  0.2262
H  2.6477  -2.3942  -1.6290  0.2515
H  4.0905  -1.0797  -0.1253  0.2509
H  4.3464  1.3635  -0.4421  0.2515
H  3.1684  2.4885  -2.3433  0.2681
Br  -1.3734  2.0184  -1.2601  -0.8168
C  -0.0613  4.2603  2.5714  -0.6139
C  -1.4913  4.6107  2.9668  -0.3951
C  -2.3387  3.4096  3.3849  -0.4047
C  -2.4711  2.3477  2.2904  -0.8306
Ge  -1.0335  1.0228  2.2205  0.8553
C  -1.6342  -0.7292  1.4757  -0.8283
C  -1.7273  -1.8416  2.5345  -0.4120
C  -0.5089  -2.7645  2.5146  -0.3971
C  0.8208  -2.0515  2.7345  -0.5865
H  0.5207  5.1594  2.3670  0.2251
H  -0.0387  3.6545  1.6594  0.1921
H  0.4477  3.7080  3.3663  0.2002
H  -1.9811  5.1172  2.1306  0.2040
H  -1.4706  5.3266  3.7909  0.2135
H  -3.3373  3.7667  3.6458  0.2218
H  -1.9265  2.9719  4.3002  0.1970
H  -2.5463  2.8078  1.3050  0.2549
H  -3.3789  1.7501  2.4246  0.2392
H  -0.3809  0.7904  3.6018  -0.1668
H  -0.9824  -1.1153  0.6770  0.1644
H  -2.5901  -0.5101  0.9973  0.2539
H  -2.6231  -2.4384  2.3504  0.2245
H  -1.8455  -1.4217  3.5375  0.2097
H  -0.4847  -3.3004  1.5597  0.1905
H  -0.6263  -3.5260  3.2875  0.2261
H  1.0213  -1.3033  1.9532  0.1344
H  1.6538  -2.7541  2.7214  0.2260
H  0.8389  -1.5195  3.6862  0.2244

Summary:
**Kohn-Sham gap (alpha / beta)**: 7.9 / 6.2 eV
**LUMO level (alpha / beta)**: -4.199 / -4.260 eV
**Total charge**: +1

---

Relative energy table, unit kJ/mol: one 124.4; two 0.0